# 1
Entry from the OMol25 dataset: a structure of composition C26H40N4O6PPbS2 (the ωB97M-V functional and the def2-TZVPD basis).

Properties
Charge   -1
LUMO level   2.66 eV
HOMO level   -4.574 eV
M   806.936 g/mol
Energy above the lowest of the compared OMol25 structures with the same formula, charge and spin   28.6 kJ/mol
Spin multiplicity   1

Last column: Löwdin charge in e.
Geometry (Å):
Pb -0.685693 -0.022771 0.217396  1.305
N -3.114492 2.894368 3.431783  0.027
C -2.325528 1.979192 2.773908  -0.898
S -2.985449 1.334195 1.309693  0.471
N -1.189824 1.732566 3.385685  -0.036
N -0.407375 0.801628 2.775271  -0.085
C 0.704465 0.564476 3.347599  -0.104
C 1.674638 -0.388666 2.800947  -0.273
C 2.916087 -0.524645 3.412994  -0.030
C 3.834681 -1.408608 2.876973  -0.068
C 3.492941 -2.127532 1.745437  -0.049
C 2.237531 -1.926201 1.193023  -0.120
N 1.343175 -1.094813 1.715319  0.057
H -3.810880 3.348725 2.867392  0.054
H -2.624710 3.461356 4.105895  0.077
H 0.971233 1.095224 4.262002  0.114
H 3.152983 0.075572 4.281642  0.107
H 4.812715 -1.521046 3.328230  0.102
H 4.184142 -2.814061 1.277386  0.104
H 1.940755 -2.446164 0.291044  0.103
C 2.502990 -4.730059 -3.531568  -0.093
O 2.191975 -5.399469 -2.326051  -0.087
C 1.262573 -4.815336 -1.515434  -0.293
C 1.050175 -5.470721 -0.284074  -0.036
C 0.150937 -4.927387 0.591470  -0.054
C -0.555140 -3.735848 0.330923  -0.127
C -1.418948 -3.178271 1.359179  -0.395
C -1.823238 -4.050384 2.533219  -0.018
O -1.850659 -2.024992 1.353632  -0.099
C -0.365370 -3.082821 -0.934326  -0.390
O -0.976611 -2.021381 -1.291711  -0.232
C 0.573332 -3.675139 -1.837039  0.041
H 3.288014 -5.312656 -4.008102  0.085
H 2.862064 -3.716167 -3.338372  0.096
H 1.634022 -4.680388 -4.193589  0.091
H 1.606967 -6.368696 -0.056975  0.103
H 0.003703 -5.423557 1.542172  0.101
H -2.178181 -5.029106 2.210416  0.080
H -2.601012 -3.528482 3.084911  0.082
H -0.967536 -4.201210 3.194399  0.085
H 0.726027 -3.145910 -2.765968  0.108
C -2.530352 3.352235 -2.136979  -0.133
C -3.164272 2.188855 -2.910170  -0.536
C -3.346380 2.554793 -4.382167  -0.121
P -2.252095 0.624619 -2.473262  1.017
C -0.921162 0.310187 -3.722035  -0.539
C -1.303531 -0.125316 -5.134503  -0.111
C 0.068108 1.475228 -3.729245  -0.129
C -3.487784 -0.738357 -2.726853  -0.549
C -4.490269 -0.582688 -3.869249  -0.127
C -4.225637 -0.961978 -1.404637  -0.137
H -3.090240 4.276298 -2.307649  0.071
H -1.501059 3.522870 -2.457329  0.066
H -2.511472 3.146472 -1.066286  0.032
H -4.154583 2.012357 -2.471185  0.098
H -2.387580 2.771784 -4.854980  0.059
H -3.958029 3.458738 -4.462084  0.073
H -3.834767 1.769355 -4.956380  0.048
H -0.416994 -0.536177 -3.240370  0.082
H -1.858346 0.645126 -5.672403  0.058
H -1.902277 -1.036383 -5.125222  0.062
H -0.394907 -0.336969 -5.707046  0.074
H -0.333883 2.343438 -4.257268  0.064
H 0.991146 1.173931 -4.231121  0.081
H 0.329064 1.778182 -2.712509  0.043
H -2.856122 -1.613652 -2.906024  0.094
H -5.155156 0.266662 -3.694563  0.070
H -5.117921 -1.476859 -3.928108  0.073
H -4.014282 -0.446532 -4.839390  0.048
H -4.746522 -0.056769 -1.079709  0.064
H -3.540325 -1.256081 -0.610181  0.039
H -4.973749 -1.752099 -1.517305  0.075
C 3.228331 2.249243 -1.832528  -0.158
S 2.441465 1.173390 -0.652831  0.316
O 3.419800 0.980594 0.402550  -0.346
O 2.086378 -0.043107 -1.385852  -0.398
O 1.233271 1.896059 -0.218329  -0.483
H 4.130135 1.752330 -2.183489  0.058
H 3.478999 3.177717 -1.325308  0.057
H 2.547971 2.434446 -2.659138  0.036

Atoms 1-3, force components in eV/Å:
Pb 0.0 0.1 0.0
N 0.0 0.0 0.0
C 0.1 0.0 0.0

***

# 2
Entry from the OMol25 dataset: a cluster of 2 separate species, C26H40NO7 in total at a distorted geometry (the ωB97M-V functional and the def2-TZVPD basis).

Properties
Charge   -1
LUMO level   2.44 eV
HOMO level   -4.404 eV
M   478.606 g/mol
Spin multiplicity   1

Last column: Löwdin charge in e.
Geometry (Å):
C -4.171314 0.183568 2.720581  -0.105
C -4.304114 -0.103566 1.209589  -0.246
C -4.705621 -1.549241 0.867716  -0.205
C -4.009069 -2.105417 -0.387803  -0.199
C -3.415670 -3.512042 -0.219578  -0.200
C -2.171259 -3.736652 -1.091483  -0.195
C -1.095711 -4.673456 -0.487918  -0.172
C 0.319576 -4.051922 -0.554394  -0.175
C 0.891664 -3.688471 0.831616  -0.150
C 1.647264 -2.357365 0.948038  -0.096
C 0.852968 -1.153437 0.372173  -0.315
C 1.342569 -0.934956 -1.080045  -0.146
N 0.259411 -0.663368 -2.037495  0.057
O -0.550936 -1.405055 0.523319  0.090
C -0.771988 -1.344153 1.863913  -0.582
O -1.666917 -1.887540 2.410170  0.176
O 0.160198 -0.591176 2.446182  0.093
C 0.959509 0.022668 1.351749  -0.256
C 2.326135 0.301503 1.969811  -0.064
O 3.360316 -0.015289 1.020270  -0.034
C 4.585879 0.468193 1.394546  -0.524
C 5.159497 1.495842 0.474019  0.043
O 5.128909 0.068946 2.371499  0.143
C 0.199456 1.345989 1.085761  -0.028
C 0.303843 1.946205 -0.296561  -0.213
C -0.827646 2.012942 -1.118507  -0.056
C -0.731882 2.571203 -2.394028  -0.095
C 0.499300 3.040917 -2.862608  -0.077
C 1.629109 2.979251 -2.039682  -0.061
C 1.524822 2.449923 -0.758180  -0.031
H -4.020966 -0.746638 3.257651  0.056
H -5.025712 0.716016 3.124207  0.060
H -3.268660 0.760647 2.900622  0.059
H -3.345680 0.107977 0.742806  0.072
H -5.017664 0.611745 0.807040  0.098
H -5.786495 -1.578018 0.746519  0.101
H -4.446598 -2.169814 1.720309  0.088
H -4.768113 -2.144315 -1.169893  0.103
H -3.265319 -1.393671 -0.739480  0.095
H -4.183223 -4.219508 -0.531810  0.104
H -3.221989 -3.683237 0.835063  0.093
H -2.506764 -4.151233 -2.040306  0.104
H -1.751503 -2.761104 -1.318853  0.077
H -1.369650 -4.905323 0.536203  0.100
H -1.106739 -5.572075 -1.097750  0.095
H 0.236948 -3.201882 -1.219936  0.072
H 0.998520 -4.758070 -1.029795  0.105
H 1.555208 -4.489183 1.147123  0.113
H 0.072141 -3.668623 1.543540  0.098
H 2.623598 -2.442552 0.485801  0.121
H 1.859766 -2.200089 2.001458  0.120
H 2.035719 -0.106271 -1.030111  0.108
H 1.856891 -1.824437 -1.414957  0.110
H 0.438333 0.218305 -2.500505  0.051
H 0.225168 -1.383259 -2.744477  0.067
H 2.438879 1.344303 2.254819  0.139
H 2.452610 -0.297162 2.867131  0.137
H 4.417642 1.833196 -0.239541  0.070
H 5.450611 2.350781 1.074498  0.102
H 6.019292 1.094205 -0.045825  0.093
H -0.856901 1.240494 1.312029  0.118
H 0.586703 2.068734 1.797350  0.128
H -1.765288 1.626199 -0.745606  0.102
H -1.614921 2.603320 -3.015716  0.095
H 0.555668 3.450493 -3.859103  0.099
H 2.565746 3.358148 -2.415369  0.098
H 2.396308 2.434716 -0.121525  0.099
C 1.704137 6.977874 -1.295670  -0.056
C 3.013496 6.294022 -1.756259  -0.801
O 3.617729 6.823002 -2.711772  -0.099
O 3.323757 5.258666 -1.115762  -0.125
H 1.489136 7.864325 -1.893317  0.049
H 0.870748 6.276471 -1.387135  0.048
H 1.789132 7.268786 -0.246364  0.052

Atoms 1-3, force components in eV/Å:
C 0.3 -0.3 -0.4
C 0.0 0.0 0.5
C 0.2 0.4 0.0

***

# 3
Entry from the OMol25 dataset: a cluster of 3 separate species, C26H40O10P4S2 in total at a distorted geometry (the ωB97M-V functional and the def2-TZVPD basis).

Properties
LUMO level   -1.61 eV
HOMO level   -8.557 eV
M   700.626 g/mol
Spin multiplicity   1

Last column: Löwdin charge in e.
Geometry (Å):
O -0.265394 3.151542 -4.916344  0.059
C -0.380262 3.099606 -3.668629  -0.255
C -1.157200 4.229056 -2.814309  -0.041
C -2.495727 4.796445 -3.327238  0.022
C -3.222046 5.851778 -2.431845  -0.044
C -2.591375 6.279647 -1.084751  -0.366
P -3.425423 7.511028 0.095833  0.342
S -3.766224 6.500316 1.760485  0.035
C -1.215553 5.688626 -0.590246  0.000
C -0.487383 4.648087 -1.464553  -0.033
C 0.899844 3.929335 -1.065836  -0.244
O 1.877306 4.548462 -0.562356  0.052
C 0.946444 2.352664 -1.407997  -0.038
C 1.565071 1.280623 -0.488057  -0.003
C 1.528898 -0.243633 -0.872822  -0.351
P 2.273574 -1.559788 0.272626  0.330
S 2.073819 -3.363448 -0.490486  0.051
C 0.825210 -0.639568 -2.221227  -0.046
C 0.209367 0.430503 -3.183183  0.018
C 0.268089 1.926790 -2.766343  -0.031
H -2.951255 4.464691 -4.313098  0.112
H -4.227150 6.234897 -2.811317  0.098
H -4.701906 7.965821 -0.370601  -0.024
H -2.615702 8.659039 0.372009  -0.023
H -0.808191 6.017750 0.418990  0.104
H 2.066473 1.547126 0.496873  0.105
H 1.519307 -1.495176 1.511905  -0.010
H 3.665591 -1.343962 0.555509  -0.018
H 0.721101 -1.731319 -2.567861  0.076
H -0.310842 0.111687 -4.158070  0.118
O -4.820805 -0.372536 -2.619261  -0.226
P -6.111167 0.379021 -2.275545  0.705
O -6.003170 1.511624 -3.477474  -0.234
C -6.365411 1.125156 -4.795397  -0.303
C -7.871687 1.010009 -4.944445  -0.087
O -5.461892 1.294103 -1.049694  -0.234
C -4.365078 0.800992 -0.286295  -0.303
C -3.057369 1.358719 -0.818051  -0.072
O -7.609816 1.099401 -1.850819  -0.212
C -8.469260 0.297058 -1.035102  -0.300
C -7.914061 0.100283 0.364362  -0.082
H -5.873039 0.184490 -5.060848  0.108
H -5.991453 1.898307 -5.471100  0.117
H -8.259097 0.176463 -4.350760  0.064
H -8.145380 0.840507 -5.988694  0.078
H -8.367821 1.916415 -4.589863  0.083
H -4.358103 -0.291968 -0.270993  0.103
H -4.506782 1.131027 0.745836  0.117
H -2.951059 1.203394 -1.895274  0.068
H -2.205513 0.895550 -0.313154  0.076
H -3.013994 2.439284 -0.654048  0.072
H -8.636047 -0.667310 -1.524590  0.110
H -9.430832 0.812343 -0.977024  0.120
H -7.019988 -0.528394 0.345483  0.068
H -8.651701 -0.385745 1.007283  0.081
H -7.630550 1.056443 0.809846  0.089
O 5.460934 -2.986095 2.962989  -0.239
P 6.683785 -3.857994 3.267644  0.704
O 6.419133 -4.984491 2.086565  -0.226
C 6.766450 -4.648977 0.750449  -0.298
C 8.269901 -4.684784 0.543579  -0.087
O 5.991835 -4.699565 4.522944  -0.234
C 4.975921 -4.098346 5.319233  -0.312
C 3.601046 -4.528566 4.838514  -0.074
O 8.119739 -4.718398 3.646680  -0.210
C 9.082722 -3.998255 4.422333  -0.300
C 8.601152 -3.737616 5.838569  -0.083
H 6.359081 -3.667008 0.490576  0.105
H 6.292348 -5.387870 0.100338  0.121
H 8.760265 -3.887512 1.110789  0.063
H 8.518359 -4.553765 -0.512408  0.078
H 8.687738 -5.632159 0.891880  0.083
H 5.076041 -3.009850 5.325423  0.100
H 5.121526 -4.435454 6.348600  0.114
H 3.472242 -4.369006 3.764621  0.072
H 2.817342 -3.981916 5.369083  0.076
H 3.458690 -5.598189 5.013346  0.078
H 9.324915 -3.058542 3.916693  0.110
H 9.990788 -4.604912 4.451614  0.120
H 7.772711 -3.024412 5.844834  0.067
H 9.405871 -3.321544 6.449327  0.081
H 8.242079 -4.658033 6.304343  0.088

Atoms 1-3, force components in eV/Å:
O -0.6 -0.4 4.4
C 0.3 0.2 -1.4
C -1.0 1.0 1.0

***

> Among the records above, which one has the lowest LUMO level?

C26H40O10P4S2